Entry from OMol25: 4 unconnected molecules or ions with the total composition C22H20IN3O8 (the ωB97M-V functional and the def2-TZVPD basis).

The highest occupied orbital energy comes out at -0.360 Ha. For the frontier orbital gap, the calculation gives 9.08 eV. Its SMILES is O=[N+]([O-])c1ccccc1.O=[N+]([O-])c1ccccc1.O=[N+]([O-])c1ccccc1.O=C1C[C@@H](I)CO1. For the largest force on an atom, the calculation gives 0.0902 Eh/bohr. The calculation puts the total energy at -52079.9071 eV.

Structure (ORCA input):
```
! RIJCOSX wB97M-V def2-TZVPD def2/J DEFGRID3
* xyz 0 1
H -2.513 -3.041 2.024
O 8.619 0.580 -0.420
O -4.152 2.716 2.222
C 0.751 3.224 3.533
C -1.177 -1.121 -3.283
H -3.273 -4.295 -4.016
H -4.605 -2.822 3.329
C 7.675 0.106 -1.062
H 0.292 -1.980 -4.595
C -4.089 0.438 2.561
O -5.727 1.822 3.403
N -2.959 -0.245 -1.821
O -2.277 0.756 -1.651
C -0.682 -2.102 -4.134
H 5.482 0.446 -0.203
H 1.720 1.329 3.772
O -4.055 -0.432 -1.310
C 6.587 0.836 -2.013
H 5.360 -2.120 -0.684
C -3.189 -2.430 -2.952
C 0.009 4.046 2.690
C 1.142 1.960 3.106
C -2.430 -1.289 -2.701
C 5.763 -1.344 -1.423
C -0.351 3.607 1.420
C 0.786 1.530 1.829
H 6.637 0.311 -3.039
O 0.912 -0.118 0.228
C -1.439 -3.240 -4.399
C -2.688 -3.406 -3.808
C -2.954 -2.061 2.180
H -4.163 -2.570 -2.497
H -2.420 1.194 1.408
I 3.490 0.859 -2.296
O 7.204 -1.259 -1.125
C -2.341 -0.933 1.645
C -4.703 -0.687 3.108
O 1.854 -0.488 2.139
H 6.648 1.966 -2.088
C 0.037 2.345 0.983
H -0.289 5.035 3.025
H -0.248 2.016 -0.011
N -4.700 1.757 2.743
H 1.028 3.571 4.523
H -5.620 -0.605 3.681
H -0.580 -0.238 -3.086
H -1.054 -4.001 -5.070
N 1.215 0.210 1.365
C -2.908 0.324 1.833
H -0.933 4.251 0.768
C -4.131 -1.939 2.912
C 5.287 0.178 -1.293
H -1.421 -1.033 1.077
H 5.572 -1.615 -2.526
*
```